[1]
Computed, not measured: a molecular structure, C32H26AgCl2NO2P in a non-equilibrium geometry, with ωB97M-V with the def2-TZVPD basis set.

The energy comes out at -2848.95857 hartree. As for the HOMO-LUMO gap: 0.2243 Ha. As for the charge: -1. As for the HOMO energy: -0.1277 Eh.

Cartesian coordinates (Å):
Ag  -0.919  1.778  -0.059
Cl  -0.094  -3.821  -0.472
C  -0.831  -3.464  -2.000
C  0.038  -2.999  -3.001
C  -0.420  -2.783  -4.299
C  -1.746  -3.053  -4.612
C  -2.617  -3.506  -3.615
Cl  -4.255  -3.852  -4.080
C  -2.196  -3.682  -2.275
N  -3.149  -4.171  -1.315
C  -3.250  -3.701  0.024
C  -3.103  -4.650  1.050
C  -3.206  -4.284  2.392
C  -3.466  -2.961  2.726
C  -3.642  -2.014  1.717
C  -3.561  -2.367  0.357
C  -3.830  -1.288  -0.668
C  -2.618  -0.427  -1.020
O  -2.359  -0.354  -2.259
O  -2.063  0.181  -0.059
H  1.077  -2.789  -2.762
H  0.254  -2.393  -5.056
H  -2.108  -2.883  -5.621
H  -4.068  -4.008  -1.735
H  -2.878  -5.681  0.791
H  -3.063  -5.027  3.170
H  -3.524  -2.656  3.766
H  -3.826  -0.974  1.985
H  -4.609  -0.615  -0.284
H  -4.269  -1.722  -1.573
C  6.096  1.358  -0.924
C  5.529  0.664  0.138
C  4.160  0.784  0.407
C  3.327  1.627  -0.348
C  3.924  2.280  -1.442
C  5.290  2.157  -1.723
P  1.518  1.778  -0.059
C  1.222  0.978  1.549
C  0.256  -0.040  1.607
C  -0.014  -0.711  2.804
C  0.676  -0.372  3.964
C  1.637  0.634  3.929
C  1.909  1.300  2.731
C  1.243  3.572  0.213
C  1.355  4.456  -0.876
C  1.146  5.833  -0.737
C  0.782  6.360  0.495
C  0.607  5.505  1.576
C  0.822  4.128  1.431
H  7.157  1.259  -1.140
H  6.145  0.014  0.754
H  3.766  0.180  1.220
H  3.333  2.882  -2.123
H  5.716  2.680  -2.575
H  -0.297  -0.328  0.715
H  -0.764  -1.498  2.826
H  0.465  -0.893  4.895
H  2.180  0.900  4.832
H  2.671  2.079  2.729
H  1.588  4.084  -1.870
H  1.256  6.487  -1.598
H  0.614  7.427  0.607
H  0.291  5.903  2.538
H  0.627  3.510  2.301
H  -1.932  3.193  -0.059

The molecule's Löwdin atomic charges, reported in e, are given here: 0.43, 0.71, -0.58, -0.11, -0.09, -0.12, -0.58, 0.69, -0.26, 0.06, -0.25, -0.05, -0.11, -0.11, -0.04, -0.14, -0.06, -0.64, -0.04, -0.27, 0.10, 0.10, 0.10, 0.07, 0.11, 0.09, 0.10, 0.12, 0.13, 0.10, -0.12, -0.10, -0.09, -0.34, -0.10, -0.10, 1.00, -0.41, -0.12, -0.06, -0.09, -0.09, -0.12, -0.42, -0.13, -0.10, -0.11, -0.09, -0.13, 0.09, 0.10, 0.09, 0.08, 0.10, 0.06, 0.10, 0.10, 0.10, 0.11, 0.09, 0.10, 0.09, 0.10, 0.09, -0.12

***

[2]
Computed, not measured: a molecular structure, C32H26AsN8OTl in a non-equilibrium geometry, with ωB97M-V with the def2-TZVPD basis set.

The energy comes out at -4156.46264 hartree. As for the HOMO-LUMO gap: 0.3207 Ha. As for the HOMO energy: -0.3245 Eh.

Cartesian coordinates (Å):
Tl  1.564  -0.258  -0.231
O  3.945  0.545  0.074
N  3.821  -0.505  0.831
C  4.867  -1.052  1.404
C  6.205  -0.611  1.297
N  7.294  -0.259  1.209
C  4.633  -2.191  2.198
N  4.426  -3.120  2.841
C  -3.229  -6.796  0.907
C  -3.605  -5.786  0.038
C  -2.874  -4.612  -0.026
C  -1.758  -4.428  0.777
C  -1.387  -5.452  1.645
C  -2.111  -6.628  1.708
As  -0.590  -2.829  0.756
C  -1.614  -1.785  -0.555
C  -1.164  -1.424  -1.819
C  -1.952  -0.651  -2.656
C  -3.210  -0.243  -2.246
C  -3.671  -0.593  -0.987
C  -2.870  -1.342  -0.145
C  0.738  -3.618  -0.452
C  0.366  -4.275  -1.618
C  1.326  -4.775  -2.478
C  2.670  -4.650  -2.164
C  3.051  -4.039  -0.981
C  2.089  -3.516  -0.133
H  -3.804  -7.708  0.960
H  -4.473  -5.910  -0.595
H  -3.184  -3.833  -0.710
H  -0.512  -5.318  2.274
H  -1.806  -7.413  2.385
H  -0.196  -1.768  -2.170
H  -1.582  -0.370  -3.632
H  -3.828  0.348  -2.905
H  -4.653  -0.276  -0.661
H  -3.216  -1.604  0.851
H  -0.687  -4.396  -1.850
H  1.029  -5.261  -3.396
H  3.420  -5.039  -2.836
H  4.096  -3.971  -0.715
H  2.383  -3.061  0.808
C  1.138  2.867  2.859
C  0.160  2.717  1.755
N  0.097  1.690  0.941
C  -0.965  1.911  0.108
C  -1.553  3.091  0.431
N  -0.836  3.602  1.485
C  -1.082  4.904  2.049
N  -1.022  5.904  1.024
N  -2.084  6.691  0.756
N  -1.859  7.415  -0.251
C  -0.615  7.134  -0.736
C  0.091  7.626  -1.833
C  1.343  7.103  -2.057
C  1.891  6.112  -1.231
C  1.215  5.610  -0.143
C  -0.047  6.137  0.095
H  1.919  2.122  2.732
H  0.649  2.700  3.819
H  1.587  3.860  2.871
H  -1.238  1.206  -0.650
H  -2.393  3.608  0.018
H  -0.352  5.103  2.842
H  -2.097  4.957  2.462
H  -0.343  8.375  -2.474
H  1.930  7.458  -2.891
H  2.871  5.724  -1.462
H  1.649  4.843  0.479

The molecule's Löwdin atomic charges, reported in e, are given here: 0.97, -0.30, -0.20, -0.33, -0.18, 0.17, -0.21, 0.16, -0.09, -0.08, -0.12, -0.39, -0.12, -0.09, 1.31, -0.46, -0.18, -0.09, -0.09, -0.08, -0.15, -0.45, -0.12, -0.07, -0.08, -0.07, -0.19, 0.10, 0.10, 0.09, 0.10, 0.10, 0.07, 0.11, 0.10, 0.11, 0.11, 0.11, 0.11, 0.10, 0.11, 0.06, 0.01, -0.36, 0.00, -0.14, -0.04, -0.02, -0.07, -0.07, 0.05, 0.07, -0.22, -0.01, -0.08, -0.07, -0.01, -0.16, 0.09, 0.09, 0.08, 0.07, 0.12, 0.14, 0.15, 0.11, 0.10, 0.11, 0.10

***

[3]
Computed, not measured: a molecular structure, C32H26BaF6N2O2P in a non-equilibrium geometry, with ωB97M-V with the def2-TZVPD basis set.

The energy comes out at -2461.04418 hartree. As for the HOMO-LUMO gap: 0.3339 Ha. As for the charge: +1. The energy above the lowest of the compared OMol25 structures with the same formula, charge and spin comes out at 117.4 kJ/mol. As for the HOMO energy: -0.4271 Eh.

Cartesian coordinates (Å):
Ba  -0.068  0.266  -0.099
C  0.478  -3.888  2.357
C  -0.037  -3.684  3.625
C  -0.621  -2.472  3.948
C  -0.668  -1.478  2.990
N  -0.230  -1.695  1.748
C  0.343  -2.863  1.443
C  -1.197  -0.078  3.301
C  -1.535  0.292  4.590
C  -1.992  1.579  4.814
C  -2.094  2.473  3.764
C  -1.714  2.029  2.513
N  -1.282  0.783  2.275
H  0.956  -4.816  2.078
H  0.020  -4.470  4.369
H  -1.022  -2.306  4.936
H  0.711  -2.985  0.427
H  -1.438  -0.400  5.414
H  -2.264  1.882  5.818
H  -2.445  3.485  3.915
H  -1.760  2.693  1.653
C  4.150  -0.047  1.715
C  3.146  0.746  0.905
O  1.942  0.081  0.652
C  2.729  2.015  1.682
F  1.777  2.716  0.998
F  2.179  1.679  2.858
F  3.751  2.851  1.922
C  3.770  1.087  -0.461
F  2.921  1.824  -1.227
F  4.014  -0.051  -1.139
F  4.924  1.763  -0.376
H  3.716  -0.332  2.673
H  5.071  0.499  1.917
H  4.398  -0.960  1.176
O  -1.553  -0.358  -1.771
P  -1.702  0.653  -2.941
C  -0.764  2.168  -2.559
C  0.328  2.589  -3.298
C  1.003  3.765  -2.949
C  0.586  4.515  -1.870
C  -0.533  4.116  -1.127
C  -1.201  2.963  -1.468
C  -3.366  1.187  -3.150
C  -3.666  2.240  -4.019
C  -4.972  2.667  -4.175
C  -5.989  2.044  -3.452
C  -5.697  1.005  -2.584
C  -4.383  0.569  -2.427
C  -1.107  -0.015  -4.458
C  0.204  -0.511  -4.523
C  0.692  -1.078  -5.685
C  -0.129  -1.164  -6.808
C  -1.430  -0.692  -6.756
C  -1.920  -0.122  -5.586
H  0.661  2.013  -4.150
H  1.860  4.082  -3.529
H  1.118  5.420  -1.600
H  -0.876  4.713  -0.292
H  -2.097  2.672  -0.926
H  -2.880  2.741  -4.573
H  -5.195  3.482  -4.851
H  -7.014  2.374  -3.566
H  -6.481  0.518  -2.019
H  -4.150  -0.247  -1.755
H  0.860  -0.468  -3.661
H  1.706  -1.454  -5.713
H  0.252  -1.609  -7.719
H  -2.071  -0.770  -7.625
H  -2.943  0.228  -5.566

The molecule's Löwdin atomic charges, reported in e, are given here: 2.09, -0.04, -0.04, 0.00, -0.20, -0.04, -0.12, -0.20, 0.00, -0.03, -0.04, -0.13, -0.04, 0.11, 0.12, 0.11, 0.12, 0.11, 0.12, 0.12, 0.10, 0.02, -0.47, -0.61, -0.55, 0.09, 0.15, 0.17, -0.55, 0.12, 0.15, 0.17, 0.10, 0.10, 0.10, -0.68, 0.79, -0.34, -0.06, -0.05, -0.04, -0.06, -0.15, -0.31, -0.08, -0.06, -0.06, -0.06, -0.05, -0.28, -0.08, -0.06, -0.05, -0.06, -0.05, 0.11, 0.12, 0.12, 0.12, 0.11, 0.12, 0.11, 0.11, 0.11, 0.11, 0.11, 0.11, 0.11, 0.11, 0.10